Molecular formula: C15H42ClO16S6
Method: DFT, the ωB97M-V functional and the def2-TZVPD basis

Each line ends with the Löwdin charge.
Element x y z (Å)
1 Cl -0.383 -0.039 -0.016  0.63
2 O 0.770 -0.666 0.639  -0.39
3 O -0.986 -0.927 -0.956  -0.35
4 O -1.400 0.293 0.951  -0.37
5 O 0.138 1.132 -0.687  -0.37
6 O -4.851 1.654 -0.146  -0.28
7 S -4.412 2.630 -1.106  0.62
8 O -5.210 3.092 -2.202  -0.28
9 O -4.027 3.972 -0.267  -0.26
10 C -3.462 3.792 1.029  -0.28
11 C -4.545 3.722 2.113  -0.07
12 C -2.764 2.246 -1.735  -0.10
13 H -2.894 4.698 1.253  0.12
14 H -2.749 2.971 1.101  0.11
15 H -5.353 3.136 1.673  0.06
16 H -5.035 4.690 2.245  0.07
17 H -4.134 3.344 3.044  0.08
18 H -2.732 1.276 -2.218  0.08
19 H -2.091 2.282 -0.881  0.03
20 H -2.570 3.126 -2.343  0.07
21 O -5.436 -1.377 2.770  -0.28
22 S -4.981 -2.747 2.763  0.63
23 O -5.300 -3.612 3.865  -0.29
24 O -5.457 -3.429 1.339  -0.27
25 C -6.235 -2.607 0.462  -0.26
26 C -5.298 -1.643 -0.290  -0.08
27 C -3.232 -2.864 2.433  -0.12
28 H -7.045 -2.085 0.966  0.11
29 H -6.634 -3.275 -0.300  0.12
30 H -5.824 -1.125 -1.093  0.08
31 H -4.453 -2.216 -0.680  0.08
32 H -4.800 -0.874 0.299  0.05
33 H -2.912 -2.141 1.677  0.06
34 H -2.968 -3.844 2.046  0.08
35 H -2.641 -2.592 3.305  0.07
36 O 5.742 0.997 1.760  -0.28
37 S 5.168 0.940 0.440  0.58
38 O 5.878 1.526 -0.655  -0.30
39 O 4.986 -0.613 0.114  -0.26
40 C 4.662 -1.506 1.187  -0.26
41 C 3.700 -2.528 0.606  -0.05
42 C 3.447 1.435 0.407  -0.10
43 H 4.346 -0.924 2.057  0.09
44 H 5.580 -1.966 1.566  0.12
45 H 2.895 -1.990 0.103  0.05
46 H 3.180 -3.101 1.378  0.08
47 H 4.208 -3.228 -0.052  0.08
48 H 3.036 1.170 -0.564  0.04
49 H 3.272 2.496 0.571  0.08
50 H 2.979 0.890 1.224  0.05
51 C 2.832 2.610 -3.110  -0.25
52 S 4.320 1.657 -3.617  0.81
53 O 4.024 1.101 -4.970  -0.56
54 C 5.349 3.144 -3.798  -0.26
55 H 2.752 3.437 -3.815  0.05
56 H 2.991 2.894 -2.068  0.03
57 H 1.875 2.088 -3.107  0.05
58 H 4.930 3.785 -4.570  0.05
59 H 6.358 2.806 -4.021  0.05
60 H 5.352 3.641 -2.827  0.05
61 C 0.069 -0.076 3.452  -0.26
62 S 1.751 -0.686 3.821  0.81
63 O 2.672 0.443 4.144  -0.56
64 C 1.489 -1.528 5.422  -0.27
65 H 0.278 0.718 2.734  0.03
66 H -0.435 0.350 4.317  0.06
67 H -0.506 -0.847 2.950  0.03
68 H 1.009 -2.490 5.214  0.04
69 H 0.829 -1.058 6.155  0.05
70 H 2.441 -1.721 5.909  0.04
71 C 1.582 -3.378 -4.861  -0.26
72 S 2.954 -2.499 -3.984  0.84
73 O 3.420 -1.479 -4.994  -0.58
74 C 1.850 -1.605 -2.842  -0.27
75 H 1.748 -3.639 -5.900  0.05
76 H 0.697 -2.738 -4.852  0.04
77 H 1.360 -4.216 -4.195  0.04
78 H 1.167 -0.947 -3.376  0.06
79 H 2.446 -1.049 -2.121  0.03
80 H 1.224 -2.309 -2.287  0.05

## Properties
* energy: -4649.55778 hartree
* energy above the lowest of the compared OMol25 structures with the same formula, charge and spin: 1.001 eV
* total charge: -1
* LUMO energy: 2.1 eV
* molar mass: 706.3 g/mol

---

Molecular formula: C4H6BrNS
Method: DFT, the ωB97M-V functional and the def2-TZVPD basis

Each line ends with the natural charge from an NBO analysis.
Element x y z (Å)
1 C -0.189 0.245 -2.018  -0.68
2 C -0.356 -0.617 -0.819  0.05
3 Br -1.317 -2.198 -1.567  -0.01
4 N -1.206 -0.136 0.203  -0.45
5 C -0.802 -0.161 1.371  0.15
6 C 0.553 -0.725 1.706  -0.64
7 S 1.290 -1.202 0.142  0.17
8 H -1.258 0.346 -2.585  0.24
9 H 0.535 -0.005 -2.767  0.24
10 H 0.110 1.227 -1.931  0.23
11 H -1.530 0.414 2.060  0.22
12 H 1.345 -0.099 2.138  0.26
13 H 0.229 -1.575 2.407  0.24

## Properties
* energy: -3182.91718 hartree
* energy above the lowest of the compared OMol25 structures with the same formula, charge and spin: 1.445 eV
* total charge: 0
* LUMO energy: 0.7 eV
* molar mass: 180.1 g/mol

---

| no. | frontier orbital gap (eV) |
| --- | --- |
| 1 | 8.37 |
| 2 | 9.65 |